#a
{"formula": "C2H9NOS2", "method": "wB97M-V/def2-TZVPD", "multiplicity": 1, "homo_lumo_gap_ev": 9.5, "charge": 0, "smiles": "CSS.NCO", "homo_ev": -8.873, "lumo_ev": 0.67, "symbols": ["C", "S", "S", "H", "H", "H", "H", "N", "C", "O", "H", "H", "H", "H", "H"], "xyz": [[-0.1038, 0.3914, -0.7134], [-0.5724, 2.1162, -0.4661], [0.6630, 2.5995, 1.1298], [0.9492, 0.3641, -0.9666], [-0.3108, -0.2165, 0.1575], [-0.6766, -0.0937, -1.5093], [-0.3049, 2.4871, 2.0476], [1.0047, -2.9709, -0.8854], [-0.0939, -3.6170, -0.3032], [-1.0594, -2.6857, 0.2670], [1.6049, -2.4723, -0.2484], [0.9425, -2.5093, -1.7785], [0.2799, -4.1903, 0.5450], [-0.5771, -4.2187, -1.0657], [-1.9162, -3.1211, 0.2063]]}


#b
{"formula": "C2H9NOS2", "method": "wB97M-V/def2-TZVPD", "multiplicity": 1, "homo_lumo_gap_ev": 9.5, "charge": 0, "smiles": "CSS.NCO", "homo_ev": -9.163, "lumo_ev": 0.30, "symbols": ["C", "S", "S", "H", "H", "H", "H", "N", "C", "O", "H", "H", "H", "H", "H"], "xyz": [[2.2893, 0.2511, 0.6200], [1.8473, 0.1742, -1.2159], [1.1353, 2.1774, -1.1885], [2.5113, 1.3233, 1.0275], [1.5665, -0.3249, 1.1701], [3.1837, -0.3744, 0.6977], [2.2037, 2.8888, -1.6996], [-1.4625, -0.7799, 0.9525], [-2.3104, -0.7791, -0.3323], [-1.3415, -0.9860, -1.4581], [-1.2298, 0.1047, 1.3164], [-2.0051, -1.3661, 1.5274], [-2.7637, 0.2101, -0.2326], [-3.0815, -1.5790, -0.3861], [-0.5426, -0.9401, -0.7985]]}


Q: What are the energies relative to the best structure? A: #a 0.0; #b 117.9, in kJ/mol.


#a
{"formula": "C6H9P", "method": "wB97M-V/def2-TZVPD", "multiplicity": 1, "homo_lumo_gap_ev": 9.3, "charge": 0, "homo_ev": -8.441, "lumo_ev": 0.89, "symbols": ["C", "C", "C", "C", "C", "C", "P", "H", "H", "H", "H", "H", "H", "H", "H", "H"], "xyz": [[0.1857, 0.3368, 1.5360], [0.2534, 0.7602, 0.2949], [0.6809, -0.1915, -0.8915], [-0.9883, -1.9605, 0.1141], [0.2935, -1.6014, -0.5174], [-0.0278, 2.2098, -0.0272], [0.4712, -2.0087, 1.2795], [-0.1324, 0.4445, 2.4674], [0.0346, 0.0704, -1.7732], [1.7211, -0.0286, -1.2352], [-1.5522, -1.0670, 0.4317], [-1.4801, -2.8068, -0.1905], [0.7857, -2.2787, -1.1530], [0.7373, 2.8324, 0.2295], [-0.7887, 2.7762, 0.5178], [-0.1936, 2.5130, -1.0829]]}


#b
{"formula": "C6H9P", "method": "wB97M-V/def2-TZVPD", "multiplicity": 1, "homo_lumo_gap_ev": [7.6, 8.3], "charge": 0, "homo_ev": [-7.775, -8.610], "lumo_ev": [-0.22, -0.26], "symbols": ["C", "C", "C", "C", "C", "C", "P", "H", "H", "H", "H", "H", "H", "H", "H", "H"], "xyz": [[1.4095, 1.3276, -1.5397], [0.3439, 1.0851, -2.4384], [1.0734, 1.4162, -0.2334], [-0.7801, 0.8071, -1.7899], [-0.4227, -0.5848, 2.1977], [-0.9612, -0.4661, 0.7885], [-0.6889, 1.0734, -0.1457], [2.4471, 1.4531, -1.9152], [0.4425, 1.0574, -3.5584], [1.7502, 1.5345, 0.5398], [-1.5943, 0.5964, -2.4166], [0.7106, -0.6774, 2.1945], [-0.8180, 0.1998, 2.9618], [-0.8820, -1.5731, 2.4325], [-1.9542, -0.8323, 0.7110], [0.0417, -1.9048, -0.5344]]}


Q: What are the energies relative to the best structure? A: #a 0.0; #b 197.1, in kJ/mol.


#a
{"formula": "C4H10S2", "method": "wB97M-V/def2-TZVPD", "multiplicity": 1, "homo_lumo_gap_ev": 4.2, "charge": 0, "homo_ev": -8.120, "lumo_ev": -3.91, "symbols": ["C", "C", "C", "S", "S", "C", "H", "H", "H", "H", "H", "H", "H", "H", "H", "H"], "xyz": [[-0.2427, 1.2241, 0.0452], [-0.5307, 2.4972, -0.7506], [1.0219, 0.4382, -0.3488], [1.3441, 0.3236, -2.0552], [-0.9229, -1.0700, 1.5922], [-0.8335, -2.8354, 1.8299], [-1.0589, 0.5735, -0.2758], [-0.4217, 1.3814, 1.1054], [-1.5544, 2.8600, -0.6350], [-0.4410, 2.2358, -1.8137], [0.1684, 3.3307, -0.6235], [0.9818, -0.6006, 0.0971], [1.8838, 0.9037, 0.1559], [-1.1861, -3.4626, 1.0074], [-1.4245, -3.1399, 2.7049], [0.1760, -3.1862, 2.0777]]}


#b
{"formula": "C4H10S2", "method": "wB97M-V/def2-TZVPD", "multiplicity": 1, "homo_lumo_gap_ev": 4.9, "charge": 0, "homo_ev": -6.529, "lumo_ev": -1.68, "symbols": ["C", "C", "S", "S", "C", "C", "H", "H", "H", "H", "H", "H", "H", "H", "H", "H"], "xyz": [[2.3549, 2.0947, 0.8143], [2.4000, 0.7219, 1.3220], [-1.1805, 1.3172, 0.3730], [-0.8399, -0.7292, 0.2805], [-0.7202, -1.0669, -1.4954], [-0.1425, -2.4683, -1.6875], [1.3644, 1.2913, 0.9356], [2.5136, 2.8347, 1.5960], [2.6577, 2.1761, -0.2173], [2.7431, -0.0138, 0.6089], [2.4422, 0.5605, 2.3873], [-0.0176, -0.2509, -1.7666], [-1.6993, -0.9458, -1.9887], [0.6951, -2.6202, -1.0005], [-0.8848, -3.1149, -1.1974], [0.0561, -2.8034, -2.7015]]}


#c
{"formula": "C4H10S2", "method": "wB97M-V/def2-TZVPD", "multiplicity": 1, "homo_lumo_gap_ev": 9.5, "charge": 0, "smiles": "CCSSCC", "homo_ev": -8.639, "lumo_ev": 0.90, "symbols": ["C", "C", "S", "S", "C", "C", "H", "H", "H", "H", "H", "H", "H", "H", "H", "H"], "xyz": [[0.8305, -3.0167, -0.3202], [-0.1088, -1.9724, -0.7751], [-1.1812, -1.1817, 0.6959], [-0.1208, 0.4021, 1.2077], [-0.6775, 1.9154, 0.1986], [0.1400, 3.0710, 0.7098], [1.1608, -3.6852, -1.1400], [0.4207, -3.8325, 0.2484], [1.5448, -2.2555, 0.1073], [-0.9459, -2.3457, -1.3521], [0.3387, -1.2312, -1.3222], [-0.4650, 1.8512, -0.8394], [-1.7494, 1.8788, 0.0640], [0.0506, 3.9398, 0.0768], [1.2668, 3.0165, 0.8587], [-0.5045, 3.4460, 1.5820]]}


#d
{"formula": "C4H10S2", "method": "wB97M-V/def2-TZVPD", "multiplicity": 1, "homo_lumo_gap_ev": 9.8, "charge": 0, "smiles": "CC(CS)CS", "homo_ev": -8.968, "lumo_ev": 0.84, "symbols": ["C", "C", "C", "C", "H", "H", "H", "H", "H", "H", "H", "H", "H", "H", "S", "S"], "xyz": [[0.8989, -1.6719, 1.0299], [0.4925, -0.3782, 0.1688], [1.1319, 0.8555, 0.7876], [-1.0693, -0.1966, 0.1522], [0.3752, -2.5690, 0.6384], [2.0186, -1.8225, 1.0463], [0.6251, -1.4824, 2.0574], [0.8417, -0.4864, -0.9218], [2.1760, 0.7282, 1.0093], [0.6284, 1.1579, 1.7058], [1.1268, 3.2420, 0.5243], [-1.2876, 0.7307, -0.3114], [-1.3845, -0.2746, 1.1671], [-1.8986, -1.1468, -2.0074], [1.0994, 2.2606, -0.3791], [-1.8459, -1.6187, -0.7296]]}


Q: What are the energies relative to the best structure? A: #a 433.0; #b 425.7; #c 122.1; #d 0.0, in kJ/mol.


#a
{"formula": "H11O6", "method": "wB97M-V/def2-TZVPD", "multiplicity": 1, "homo_lumo_gap_ev": 8.5, "charge": -1, "homo_ev": -4.911, "lumo_ev": 3.60, "symbols": ["O", "H", "O", "H", "H", "O", "H", "H", "O", "H", "H", "O", "H", "H", "O", "H", "H"], "xyz": [[-0.3506, -0.3398, -0.5896], [-0.6784, -0.7128, -1.4109], [1.9492, 0.2856, -1.7511], [1.0791, 0.2054, -1.2321], [2.4546, -0.5071, -1.5431], [-0.6190, 1.1476, 2.1138], [-0.6123, 0.4589, 1.4445], [0.2726, 1.4964, 2.1717], [1.3946, -2.1776, 0.5372], [0.7805, -1.4729, 0.1428], [0.9244, -2.9603, 0.2632], [0.0129, 4.4900, -0.1690], [-0.8511, 4.8516, 0.0921], [-0.1918, 3.8841, -0.8576], [-2.0229, -3.1919, 0.0635], [-1.2302, -2.7122, -0.1411], [-2.3115, -2.7450, 0.8656]]}


#b
{"formula": "H11O6", "method": "wB97M-V/def2-TZVPD", "multiplicity": 1, "homo_lumo_gap_ev": 9.1, "charge": -1, "homo_ev": -5.167, "lumo_ev": 3.91, "symbols": ["O", "H", "O", "H", "H", "O", "H", "H", "O", "H", "H", "O", "H", "H", "O", "H", "H"], "xyz": [[-0.6852, 1.5695, 1.6126], [-0.6512, 1.1208, 2.4590], [-2.3520, 0.7871, -0.1595], [-1.6500, 1.3400, 0.3378], [-3.1312, 0.6339, 0.3601], [-0.6829, -1.2783, 1.1853], [-1.4650, -1.3914, 0.6459], [-0.6215, -0.2949, 1.3137], [1.4929, 1.2154, 0.0374], [2.1615, 1.6415, 0.5883], [0.6624, 1.2706, 0.5840], [1.3464, -2.5395, -0.4934], [0.7209, -2.1108, 0.1292], [0.8589, -2.3272, -1.2981], [0.9767, 0.2081, -2.4167], [0.0398, 0.1783, -2.1895], [1.3241, 0.4970, -1.5365]]}


Q: What are the energies relative to the best structure? A: #a 36.0; #b 0.0, in kJ/mol.


#a
{"formula": "C15H48BNO20", "method": "wB97M-V/def2-TZVPD", "multiplicity": 1, "homo_lumo_gap_ev": 8.1, "charge": 0, "homo_ev": -9.067, "lumo_ev": -0.96, "symbols": ["C", "C", "C", "C", "N", "C", "C", "C", "C", "C", "C", "C", "H", "H", "H", "H", "H", "H", "H", "H", "H", "H", "H", "H", "H", "H", "H", "H", "H", "H", "H", "H", "H", "H", "H", "H", "O", "C", "O", "B", "O", "C", "O", "O", "C", "O", "C", "O", "O", "O", "H", "H", "O", "H", "H", "O", "H", "H", "O", "H", "H", "O", "H", "H", "O", "H", "H", "O", "H", "H", "O", "H", "H", "O", "H", "H", "O", "H", "H", "O", "H", "H", "O", "H", "H"], "xyz": [[1.8112, 3.7287, -1.5708], [1.7112, 2.6907, -0.5478], [0.6922, 3.0827, 0.6132], [0.2302, 1.8487, 1.4972], [-0.8938, 2.2247, 2.3882], [-0.4318, 3.1457, 3.5342], [0.3202, 2.3067, 4.5362], [0.0002, 0.8697, 4.2772], [-1.1238, 0.9817, 3.2502], [-2.1968, 2.7267, 1.7522], [-2.6938, 1.8017, 0.7232], [-4.2198, 1.8727, 0.3752], [1.8812, 4.7577, -1.2948], [0.6882, 3.6677, -1.9898], [2.5372, 3.4247, -2.4908], [2.8452, 2.7097, 0.0512], [1.6172, 1.5967, -0.9218], [-0.1678, 3.4547, 0.1162], [1.0322, 3.8907, 1.2952], [1.2592, 1.4407, 1.6092], [-0.1188, 1.1317, 0.7962], [-1.4618, 3.3817, 4.0842], [-0.1008, 4.1147, 3.1232], [0.2322, 2.6137, 5.5592], [1.3072, 2.5727, 4.4222], [-0.3658, 0.4627, 5.0722], [0.8802, 0.2057, 3.9462], [-2.1058, 1.0657, 3.7252], [-1.0778, -0.0683, 2.6762], [-2.0588, 3.7297, 1.3042], [-3.0628, 2.8837, 2.4642], [-2.6048, 0.7577, 0.9142], [-2.2108, 2.0407, -0.2558], [-4.3948, 2.7857, -0.1978], [-4.9478, 2.0287, 1.4342], [-4.5378, 1.0077, -0.0688], [-2.8168, -0.6433, -1.7948], [-2.0008, -1.3093, -1.1718], [-0.8758, -0.8753, -1.0418], [0.0482, -1.9403, -0.6118], [-0.8688, -3.0393, -0.5838], [-1.9938, -2.7183, -0.9188], [-2.8078, -3.5563, -1.4048], [0.5532, -1.6003, 0.8082], [1.7762, -1.7343, 0.8012], [2.4152, -1.0843, 1.7022], [2.2652, -1.8883, -0.5988], [1.2582, -2.0703, -1.3648], [3.4632, -2.0333, -0.8728], [5.5502, -2.7383, 1.1912], [5.3522, -3.3203, 0.5062], [5.3812, -1.8233, 1.1132], [-1.6488, -6.0493, -1.9158], [-1.9168, -5.1563, -1.8728], [-2.2438, -6.5113, -2.4348], [4.6762, -0.0173, 1.2112], [4.0072, 0.3007, 1.7602], [5.6102, 0.2847, 1.3212], [4.6342, 0.1567, -1.6698], [4.5872, -0.0543, -0.8048], [5.3472, -0.3443, -1.8478], [-5.3508, -3.2343, -1.4888], [-4.5628, -2.8633, -1.1168], [-5.0618, -3.0033, -2.4428], [-2.4258, 1.6747, -2.6968], [-3.1298, 2.0937, -2.2568], [-2.4398, 0.8087, -2.1828], [4.5732, -3.9683, -1.0428], [4.1382, -3.0913, -1.1458], [5.0072, -4.0023, -1.9258], [-4.2648, 0.2287, -4.3358], [-5.0358, 0.5077, -3.9138], [-3.5788, 0.8437, -3.8868], [-1.2168, -2.4803, -3.8918], [-0.9938, -1.5483, -3.9358], [-2.1448, -2.4123, -3.5798], [4.2392, -1.0693, 4.2662], [3.6762, -1.2103, 3.4542], [3.8032, -1.5963, 5.0532], [-4.0748, -2.4353, -3.7418], [-4.2278, -1.4733, -3.6088], [-4.0978, -2.9833, -4.6238], [2.9402, -0.4343, -2.5628], [2.5812, -1.3223, -2.1858], [3.6272, -0.2043, -1.9158]]}


#b
{"formula": "C15H48BNO20", "method": "wB97M-V/def2-TZVPD", "multiplicity": 1, "homo_lumo_gap_ev": 8.5, "charge": 0, "homo_ev": -10.020, "lumo_ev": -1.49, "symbols": ["C", "C", "C", "C", "N", "C", "C", "C", "C", "C", "C", "C", "H", "H", "H", "H", "H", "H", "H", "H", "H", "H", "H", "H", "H", "H", "H", "H", "H", "H", "H", "H", "H", "H", "H", "H", "O", "C", "O", "B", "O", "C", "O", "O", "C", "O", "C", "O", "O", "O", "H", "H", "O", "H", "H", "O", "H", "H", "O", "H", "H", "O", "H", "H", "O", "H", "H", "O", "H", "H", "O", "H", "H", "O", "H", "H", "O", "H", "H", "O", "H", "H", "O", "H", "H"], "xyz": [[0.6090, -4.5179, -1.9650], [0.8150, -3.1359, -1.2740], [1.8000, -2.2619, -2.0290], [1.8890, -0.8449, -1.1650], [2.9740, 0.0451, -1.5930], [2.6970, 0.5081, -3.0110], [3.6360, -0.2889, -3.8590], [4.7650, -0.7859, -2.9800], [4.2880, -0.5829, -1.5820], [2.9160, 1.2111, -0.6240], [3.4550, 0.9821, 0.8170], [3.4330, 2.2741, 1.7400], [0.3820, -4.3379, -2.8920], [-0.2780, -5.1619, -1.5060], [1.5390, -5.1659, -2.0510], [1.2120, -3.4889, -0.2470], [0.0190, -2.7839, -0.8750], [1.3630, -2.1669, -2.9870], [2.8570, -2.6479, -2.3890], [1.8750, -1.2019, 0.0720], [0.7910, -0.2789, -1.2870], [2.9550, 1.5051, -3.1170], [1.7080, 0.2301, -3.4000], [4.1400, 0.2971, -4.6050], [3.1700, -1.2849, -4.2510], [5.8300, -0.4959, -3.0340], [4.8280, -1.7509, -3.1580], [4.9740, -0.0149, -1.0160], [4.6270, -1.4289, -1.1920], [1.8170, 1.4951, -0.3000], [3.2760, 2.1571, -0.9290], [4.5260, 0.9811, 0.9580], [2.9490, 0.0821, 1.2600], [3.8470, 3.1631, 1.1460], [3.8170, 1.9921, 2.7600], [2.5210, 2.5881, 2.0200], [-0.0160, 1.7711, 2.8920], [-0.8060, 1.1701, 2.1110], [-0.4650, 1.0941, 0.8630], [-1.5930, 0.5221, 0.2250], [-2.6020, 0.2671, 1.3230], [-1.9840, 0.6171, 2.3500], [-2.4660, 0.3921, 3.4220], [-1.3990, -0.7049, -0.5600], [-1.6950, -0.5859, -1.7270], [-1.5350, -1.3619, -2.6330], [-2.1620, 0.7021, -1.8630], [-2.2770, 1.3401, -0.7770], [-2.2700, 1.3251, -2.9660], [-3.6180, -2.3719, 3.2370], [-3.0090, -2.7419, 2.5310], [-3.7030, -1.3739, 2.9010], [1.6530, 0.6071, 4.6160], [1.1920, 1.1791, 4.0030], [1.9630, -0.2819, 4.1410], [-0.0420, 4.4771, 1.5970], [-0.1860, 3.6171, 2.0300], [0.6470, 4.6071, 0.8710], [-3.4160, 4.3641, -1.5370], [-3.4840, 3.4051, -1.3330], [-3.3910, 4.7741, -0.5970], [-2.2390, 2.0491, 5.6130], [-2.6520, 1.6881, 4.8140], [-2.8900, 2.6931, 5.7940], [-1.8880, -2.4669, 5.2950], [-2.5940, -2.3499, 4.5990], [-1.5420, -3.2619, 5.0210], [-4.6670, -1.3069, -0.3140], [-4.7940, -0.6689, 0.2920], [-4.2440, -2.0939, 0.0740], [-2.3840, -3.5219, 1.0660], [-2.5650, -4.4309, 1.2710], [-2.0990, -3.4959, 0.1120], [0.2390, -1.1089, -5.0210], [-0.3430, -1.0179, -4.1520], [-0.3270, -0.9309, -5.8100], [-5.3790, 0.5701, 1.7830], [-5.1270, 1.0341, 2.5950], [-6.2730, 0.2641, 2.0970], [-0.3090, 3.8661, 4.8850], [-0.9000, 3.2521, 5.2530], [0.0000, 3.2531, 4.2110], [-2.6110, 2.4611, -5.4990], [-2.4490, 1.8851, -4.6820], [-3.3230, 1.9431, -5.8710]]}


Q: What are the energies relative to the best structure? A: #a 257.6; #b 0.0, in kJ/mol.